{
  "formula": "C35H69F4INbO6S",
  "method": "wB97M-V/def2-TZVPD",
  "symbols": ["C", "C", "S", "C", "Nb", "O", "I", "C", "C", "C", "C", "C", "C", "C", "C", "C", "C", "C", "F", "F", "C", "F", "F", "H", "H", "H", "H", "H", "H", "H", "H", "H", "H", "H", "H", "H", "H", "H", "H", "H", "H", "H", "H", "H", "H", "H", "H", "H", "H", "H", "H", "H", "C", "C", "C", "O", "C", "H", "H", "H", "H", "H", "H", "H", "H", "C", "C", "C", "O", "C", "H", "H", "H", "H", "H", "H", "H", "H", "C", "C", "C", "O", "C", "H", "H", "H", "H", "H", "H", "H", "H", "C", "C", "C", "O", "C", "H", "H", "H", "H", "H", "H", "H", "H", "C", "C", "C", "O", "C", "H", "H", "H", "H", "H", "H", "H", "H"],
  "coordinates": [[-2.88076, 0.81219, -5.12044], [-1.56815, 1.51158, -4.75802], [-0.81217, 0.87359, -3.20973], [-0.56363, 2.37393, -2.21483], [0.29445, 2.00367, -0.12149], [0.95075, 1.66514, 1.79949], [2.19394, 4.02567, -0.62880], [1.68962, 0.45972, -1.00865], [3.12598, 0.53812, -0.39413], [3.68358, -0.77602, 0.18386], [2.67649, -1.51647, 1.07439], [4.38817, -1.68788, -0.84619], [3.48655, -2.48956, -1.80148], [3.48670, -4.00991, -1.62080], [3.94754, -4.74724, -0.56092], [3.36725, -4.81331, 0.82058], [5.13957, -5.64429, -0.80797], [-1.39551, 0.54134, 0.30748], [-1.85353, 0.81627, 1.58839], [-2.50471, 0.68685, -0.48054], [-1.06898, -0.95528, 0.31839], [-1.96248, -1.67874, 1.05351], [-1.08912, -1.48160, -0.91190], [-2.93947, -0.22096, -4.78110], [-3.76261, 1.35251, -4.78056], [-2.94164, 0.77343, -6.21389], [-0.82783, 1.38779, -5.54468], [-1.76383, 2.57189, -4.61468], [-1.46126, 2.99283, -2.16920], [0.18359, 2.97421, -2.73774], [-0.84462, 3.33033, 0.44139], [0.60394, 0.82959, 2.14960], [1.36311, -0.58326, -0.99154], [1.79444, 0.71245, -2.06883], [3.81263, 0.91703, -1.15534], [3.16906, 1.26871, 0.41523], [4.47379, -0.47553, 0.88264], [1.97548, -2.11720, 0.50081], [2.15910, -0.75482, 1.65934], [3.24892, -2.11166, 1.78520], [5.03766, -2.36123, -0.27873], [5.04857, -1.04241, -1.43014], [3.87746, -2.34629, -2.80925], [2.45204, -2.12974, -1.83611], [3.04479, -4.57154, -2.44701], [2.55862, -4.11326, 0.98559], [2.92657, -5.81351, 0.89297], [4.11731, -4.75259, 1.61708], [6.05262, -5.07842, -0.96057], [4.91939, -6.23899, -1.70844], [5.23211, -6.35981, 0.01162], [-0.07968, -1.13027, 0.74733], [9.87120, -5.38620, 1.55276], [9.84908, -6.34983, 0.37412], [8.59952, -7.16736, 0.66505], [7.69638, -6.30338, 1.35866], [8.38849, -5.11587, 1.75806], [10.44630, -4.47951, 1.36958], [10.28810, -5.88278, 2.43274], [9.72462, -5.79362, -0.55820], [10.74632, -6.96181, 0.28763], [8.82439, -8.01940, 1.31655], [8.11962, -7.54095, -0.24095], [8.04416, -4.29141, 1.12411], [8.14048, -4.88270, 2.79407], [2.84183, 8.44365, 2.03208], [1.88625, 8.74571, 0.88357], [2.82646, 8.75019, -0.31012], [3.87923, 7.83071, -0.00651], [3.81184, 7.47217, 1.37617], [2.35378, 8.02647, 2.91237], [3.36684, 9.35554, 2.33249], [1.15901, 7.93734, 0.78266], [1.34049, 9.68208, 0.99777], [3.27259, 9.74179, -0.46207], [2.33325, 8.44633, -1.23189], [3.44228, 6.44430, 1.44233], [4.81195, 7.51286, 1.81244], [-6.27047, -2.10931, 2.96442], [-5.27747, -2.00149, 1.81382], [-5.23352, -3.43255, 1.30439], [-6.53015, -3.99780, 1.55903], [-7.26220, -3.12718, 2.42303], [-6.73709, -1.16249, 3.23354], [-5.77105, -2.50774, 3.85147], [-5.67550, -1.34063, 1.04047], [-4.29988, -1.62672, 2.10882], [-4.49102, -4.02561, 1.84811], [-5.01262, -3.49422, 0.23905], [-8.04412, -2.64036, 1.82857], [-7.73884, -3.71121, 3.21254], [-1.27660, 10.37850, -3.67892], [-1.83904, 8.96352, -3.64133], [-0.69299, 8.19030, -3.00650], [-0.02197, 9.10382, -2.12983], [-0.48417, 10.43150, -2.38083], [-2.03883, 11.15474, -3.74274], [-0.60448, 10.48908, -4.53372], [-2.71852, 8.93005, -2.99354], [-2.12212, 8.57551, -4.61891], [0.02525, 7.85151, -3.76013], [-1.03110, 7.32418, -2.43788], [-1.11875, 10.73613, -1.54057], [0.36926, 11.10979, -2.43437], [-10.87287, -6.50822, 3.35087], [-9.94293, -5.79650, 2.37695], [-10.75737, -4.57222, 2.00396], [-11.56393, -4.25142, 3.14400], [-11.51395, -5.33406, 4.07801], [-10.36386, -7.19776, 4.02333], [-11.63223, -7.06843, 2.79895], [-9.02885, -5.49453, 2.89087], [-9.66412, -6.39953, 1.51444], [-11.42750, -4.78005, 1.16242], [-10.13350, -3.71705, 1.74577], [-10.90547, -5.01780, 4.93259], [-12.52170, -5.55508, 4.43320]],
  "gap_ha": 0.2444,
  "charge": -1
}

{
  "formula": "C35H69N6O8P",
  "method": "wB97M-V/def2-TZVPD",
  "symbols": ["C", "C", "P", "C", "C", "C", "C", "N", "C", "C", "C", "C", "C", "C", "C", "N", "C", "N", "O", "C", "C", "C", "O", "H", "H", "H", "H", "H", "H", "H", "H", "H", "H", "H", "H", "H", "H", "H", "H", "H", "H", "H", "H", "H", "H", "H", "H", "C", "O", "C", "C", "N", "C", "C", "O", "C", "H", "H", "H", "H", "H", "H", "H", "H", "H", "H", "H", "H", "H", "H", "H", "C", "O", "C", "C", "N", "C", "C", "O", "C", "H", "H", "H", "H", "H", "H", "H", "H", "H", "H", "H", "H", "H", "H", "H", "C", "O", "C", "C", "N", "C", "C", "O", "C", "H", "H", "H", "H", "H", "H", "H", "H", "H", "H", "H", "H", "H", "H", "H"],
  "coordinates": [[3.12159, -0.68691, -1.59970], [1.78719, -0.09139, -1.15678], [0.48150, -0.33752, -2.42634], [0.06765, 1.31450, -3.11866], [-0.25565, 2.46261, -2.12447], [-0.96681, -0.92972, -1.33703], [-1.07478, -0.02450, -0.20238], [-1.36279, 0.50378, 0.77238], [-0.54734, -2.31881, -0.85873], [-0.36656, -2.61489, 0.48692], [0.05318, -3.88760, 0.87086], [0.29967, -4.86835, -0.07785], [0.10641, -4.57481, -1.42353], [-0.30738, -3.30893, -1.80939], [-2.36476, -0.90400, -2.05971], [-2.87335, 0.44018, -2.04876], [-2.20785, -1.27979, -3.48832], [-2.01834, -1.53057, -4.58603], [-3.11873, -1.87272, -1.36986], [-4.53714, -1.81533, -1.52359], [-5.17631, -1.46739, -0.17618], [-6.37962, -2.34858, 0.16352], [-5.59802, -0.09958, -0.08571], [3.79389, -0.78116, -0.74779], [3.62812, -0.06717, -2.33718], [2.99659, -1.68862, -2.00544], [1.93304, 0.95715, -0.88957], [1.50208, -0.59031, -0.23102], [0.94698, 1.59442, -3.69551], [-0.74481, 1.17219, -3.82365], [-1.29427, 2.75049, -2.24038], [-0.03107, 2.22213, -1.09130], [0.33362, 3.33615, -2.40073], [-0.52947, -1.88868, 1.26779], [0.20516, -4.08738, 1.92171], [0.64113, -5.83830, 0.25113], [0.31322, -5.34429, -2.15280], [-0.42101, -3.11960, -2.86607], [-3.38512, 0.65282, -1.20331], [-3.46070, 0.63670, -2.85413], [-4.85216, -1.16286, -2.33588], [-4.85921, -2.82082, -1.78690], [-4.40600, -1.64577, 0.57299], [-7.26035, -1.87544, -0.26854], [-6.26368, -3.36982, -0.17956], [-6.52804, -2.31021, 1.23870], [-5.03651, 0.32897, 0.56749], [7.77891, -1.79521, 4.87246], [7.87275, -3.10681, 4.34545], [6.82942, -3.97821, 4.75969], [5.82613, -4.20925, 3.64691], [5.04363, -3.00322, 3.40002], [4.23311, -3.00481, 2.18452], [4.91658, -3.16415, 0.83033], [5.71398, -2.05873, 0.44071], [7.01463, -2.02123, 1.00012], [8.72429, -1.28875, 4.67976], [6.97934, -1.23032, 4.38676], [7.59951, -1.80551, 5.95058], [6.32757, -3.59996, 5.65550], [7.29790, -4.93276, 5.01559], [5.14778, -5.01844, 3.93509], [6.38577, -4.53826, 2.76155], [5.66663, -2.20772, 3.36636], [3.69999, -2.04971, 2.16364], [3.47346, -3.78856, 2.27908], [4.11778, -3.22609, 0.08602], [5.48495, -4.09823, 0.74699], [7.43364, -3.02176, 1.12927], [7.02359, -1.48971, 1.95517], [7.65167, -1.46469, 0.31212], [3.69052, 3.40355, 1.96275], [3.08058, 3.58465, 3.22545], [1.79836, 2.98173, 3.35664], [1.83763, 1.76604, 4.25969], [2.55000, 0.65821, 3.63767], [2.86179, -0.46168, 4.52442], [3.72890, -0.22347, 5.75733], [5.08612, 0.07786, 5.48102], [5.36051, 1.42916, 5.15976], [4.54058, 4.08230, 1.90988], [4.06167, 2.38164, 1.82700], [3.00052, 3.64391, 1.14896], [1.37986, 2.72822, 2.37808], [1.14480, 3.72785, 3.81664], [0.81146, 1.45158, 4.47264], [2.29837, 2.07666, 5.20698], [3.41266, 1.00233, 3.23864], [3.37105, -1.21331, 3.91892], [1.91764, -0.90871, 4.85320], [3.74920, -1.16748, 6.30748], [3.30633, 0.52249, 6.44155], [4.71877, 2.11983, 5.71160], [5.26404, 1.61207, 4.08598], [6.39807, 1.62795, 5.43176], [-6.39543, 5.40372, -6.82205], [-6.79738, 5.65202, -5.48900], [-8.11794, 5.22646, -5.17661], [-8.11810, 4.00970, -4.27374], [-7.65519, 2.81765, -4.97319], [-7.37351, 1.66920, -4.11376], [-6.31990, 1.80282, -3.01767], [-4.98413, 1.92281, -3.49079], [-4.60100, 3.22370, -3.90670], [-5.47725, 5.96263, -6.99589], [-6.18706, 4.34293, -6.99878], [-7.15117, 5.74314, -7.53568], [-8.69797, 5.04058, -6.08539], [-8.59493, 6.04987, -4.63826], [-9.13708, 3.83523, -3.91532], [-7.49240, 4.25009, -3.40427], [-6.81912, 3.04243, -5.49441], [-7.06006, 0.85371, -4.77075], [-8.31216, 1.35533, -3.64592], [-6.34058, 0.87974, -2.43800], [-6.54370, 2.60797, -2.30931], [-5.07409, 3.99947, -3.30161], [-4.82616, 3.38541, -4.96309], [-3.51928, 3.30182, -3.78818]],
  "gap_ha": 0.3265,
  "smiles": "CCP(CC)[C@](C#N)(c1ccccc1)[C@@](N)(C#N)OC[C@H](C)O.COCCNCCOC.COCCNCCOC.COCCNCCOC"
}

no.,LUMO level (eV),E_HOMO (eV),largest force on an atom (eV Å⁻¹)
1,1.714,-4.9,4.191
2,0.671,-8.2,1.385